Entry 1:
This record from OMol25 describes a structure of composition C35H33N5O7V at a distorted geometry. The level of theory is the ωB97M-V functional and the def2-TZVPD basis.

- Spin multiplicity: 3
- HOMO energy (spin up / spin down): -3.78 / -3.75 eV
- Net charge: -1
- LUMO (spin up / spin down): 0.0829 / 0.0828 hartree
- Total energy: -84305.743 eV

Geometry as XYZ:
```
81
Properties=species:S:1:pos:R:3:forces:R:3
V 0.712 -1.739 -0.210 -2.4 0.5 0.6
O 2.577 -1.191 -3.655 0.1 0.0 0.2
C 2.282 -1.352 -2.483 0.1 0.0 -0.6
O 1.100 -1.494 -1.985 0.5 0.7 -2.5
C 3.303 -1.320 -1.370 0.1 0.1 0.2
C 4.645 -0.984 -1.426 -0.1 -0.1 -0.1
C 5.330 -0.839 -0.227 0.0 0.0 0.1
C 4.664 -0.987 0.987 0.0 0.0 0.0
C 3.325 -1.317 0.948 -0.1 0.0 -0.1
N 2.697 -1.509 -0.205 1.9 0.1 -0.1
C 2.327 -1.430 2.084 0.3 -0.2 0.4
O 2.651 -1.315 3.252 0.0 0.0 -0.2
O 1.143 -1.638 1.614 0.6 0.2 1.9
H 5.115 -0.825 -2.386 0.0 0.0 0.0
H 6.381 -0.575 -0.232 0.0 0.0 0.0
H 5.151 -0.832 1.940 0.0 0.0 0.0
C -3.023 2.409 2.417 -0.1 -0.1 0.1
O -2.201 2.471 1.272 0.1 -0.1 -0.1
C -2.289 3.554 0.464 0.2 0.0 -0.1
C -3.189 4.590 0.664 -0.1 0.0 0.1
C -3.167 5.721 -0.142 0.0 0.1 0.0
C -2.239 5.823 -1.161 0.0 0.1 0.0
C -1.358 4.777 -1.389 -0.1 -0.2 0.0
C -1.371 3.626 -0.607 -0.2 0.0 -0.1
N -0.420 2.638 -0.897 0.1 0.0 0.1
C -0.416 1.275 -0.579 0.1 0.4 0.0
N -1.603 0.684 -0.787 -0.2 0.0 -0.1
C -2.117 -0.489 -0.196 -0.1 -0.2 0.2
C -1.319 -1.551 0.218 -1.0 0.1 -0.1
C -2.014 -2.601 0.847 0.0 -0.1 0.1
C -3.387 -2.613 1.000 0.1 -0.1 0.1
C -4.161 -1.559 0.520 -0.1 0.1 0.0
C -3.519 -0.495 -0.077 0.1 0.0 0.1
O -4.174 0.617 -0.572 0.0 0.0 0.0
C -5.572 0.533 -0.697 -0.1 0.1 0.0
N 0.664 0.671 -0.199 -0.2 -0.4 -0.1
C 1.832 1.478 -0.171 0.0 0.2 0.0
C 2.387 1.859 -1.402 0.2 -0.1 0.1
C 3.506 2.667 -1.491 0.1 0.0 -0.1
C 4.117 3.106 -0.326 0.0 0.0 0.0
C 3.578 2.761 0.897 0.1 0.0 0.0
C 2.430 1.971 1.003 -0.1 0.0 0.1
O 2.028 1.779 2.283 0.2 -0.1 -0.2
C 0.733 1.287 2.619 -0.3 0.0 0.1
H -2.774 1.470 2.905 0.0 0.0 0.0
H -4.084 2.405 2.151 0.0 0.0 0.0
H -2.820 3.244 3.096 0.0 0.0 0.0
H -3.904 4.531 1.473 0.0 0.0 0.0
H -3.872 6.520 0.045 0.0 0.0 0.0
H -2.202 6.706 -1.786 0.0 0.0 0.0
H -0.637 4.829 -2.197 0.0 0.0 0.0
H 0.465 2.983 -1.231 0.0 0.1 0.1
H -2.335 1.308 -1.084 0.0 0.1 -0.1
H -1.450 -3.460 1.194 0.0 0.0 0.0
H -3.882 -3.454 1.473 0.0 0.0 0.0
H -5.238 -1.580 0.621 0.0 0.0 0.0
H -5.887 1.438 -1.214 0.0 0.0 0.0
H -6.066 0.495 0.280 0.0 0.0 0.0
H -5.870 -0.342 -1.282 0.0 0.0 0.0
H 1.914 1.489 -2.305 0.0 -0.1 0.0
H 3.903 2.938 -2.461 0.0 0.0 0.0
H 5.009 3.718 -0.373 0.0 0.0 0.0
H 4.025 3.104 1.821 0.0 0.0 0.0
H 0.720 1.272 3.707 0.0 0.0 0.0
H 0.549 0.283 2.249 0.0 0.1 0.0
H -0.044 1.961 2.253 0.1 0.0 0.0
C 2.299 -4.530 1.221 -0.2 0.1 -0.1
C 1.225 -4.729 0.196 0.0 -0.2 -0.1
C 0.784 -5.950 -0.266 0.0 0.0 0.0
C -0.182 -5.683 -1.265 0.0 0.0 0.0
C -0.285 -4.314 -1.368 0.0 -0.1 -0.1
C -1.140 -3.578 -2.359 0.2 0.0 0.1
N 0.571 -3.708 -0.466 0.1 -1.1 0.0
H 2.631 -5.507 1.572 0.0 0.0 0.0
H 1.952 -3.963 2.084 0.0 0.0 0.1
H 3.164 -4.016 0.794 0.1 0.0 0.1
H 1.127 -6.919 0.069 0.0 0.0 0.0
H -0.727 -6.411 -1.849 0.0 0.1 0.0
H -1.658 -4.306 -2.984 0.0 0.0 0.0
H -0.534 -2.937 -3.000 -0.1 0.0 0.0
H -1.887 -2.949 -1.873 -0.1 0.0 0.0
```
Positions in Å, forces in eV/Å.

***

Entry 2:
This record from OMol25 describes a structure of composition C35H34BF2FeN5O3S. The level of theory is the ωB97M-V functional and the def2-TZVPD basis.

- Spin multiplicity: 2
- HOMO energy (spin up / spin down): -10.12 / -10.35 eV
- Net charge: +1
- LUMO (spin up / spin down): -0.1027 / -0.1301 hartree
- Total energy: -101769.239 eV

Geometry as XYZ:
```
82
Properties=species:S:1:pos:R:3:forces:R:3
Fe -0.570 -1.510 -0.053 0.6 0.0 0.1
C -2.064 3.622 -0.481 -0.2 0.0 0.1
O -3.158 2.669 -0.356 0.2 0.1 0.0
C -2.596 1.461 -0.554 -0.2 -0.2 0.1
N -1.395 1.404 -0.929 0.0 0.1 -0.1
C -0.905 2.778 -1.062 0.0 -0.1 0.0
C 0.460 3.005 -0.434 0.1 -0.1 0.0
C 0.991 4.256 -0.448 0.1 0.1 0.0
C 2.291 4.542 0.013 0.0 -0.1 0.0
C 3.086 3.496 0.530 0.0 0.1 0.0
C 2.622 2.226 0.594 0.1 -0.1 0.1
C 1.277 1.824 0.091 0.1 0.0 0.0
C -3.438 0.266 -0.289 0.1 0.1 0.0
C -4.792 0.416 -0.028 0.0 -0.1 0.0
C -5.554 -0.716 0.221 0.0 0.0 0.0
C -4.934 -1.953 0.227 0.0 0.1 0.0
C -3.571 -1.991 -0.019 0.3 -0.2 0.0
N -2.820 -0.919 -0.290 -0.1 0.2 0.0
C -2.782 -3.237 0.051 -0.3 0.3 0.0
N -1.515 -3.196 0.163 -0.3 -0.2 -0.2
C -1.008 -4.578 0.082 0.0 0.1 0.2
C -2.304 -5.401 -0.110 -0.1 0.1 0.0
O -3.388 -4.413 -0.036 0.2 -0.1 0.0
C -0.005 -4.716 -1.035 0.0 0.0 0.0
C 1.032 -5.632 -0.918 0.0 0.0 0.0
C 1.965 -5.765 -1.936 0.0 0.0 0.0
C 1.875 -4.974 -3.072 0.0 0.0 0.0
C 0.843 -4.054 -3.193 0.0 0.0 0.0
C -0.096 -3.930 -2.180 -0.1 0.0 0.0
H -1.842 4.008 0.514 0.0 0.0 0.0
H -2.401 4.427 -1.128 0.0 0.0 0.0
H -0.798 2.969 -2.137 0.0 0.1 0.0
H 0.395 5.074 -0.839 0.0 0.0 0.0
H 2.673 5.551 -0.024 0.0 0.0 0.0
H 4.082 3.714 0.895 0.0 0.0 0.0
H 3.235 1.428 0.997 0.0 0.0 0.0
H -0.205 0.569 0.390 0.0 0.0 -0.1
H -5.229 1.403 -0.030 0.0 0.0 0.0
H -6.613 -0.630 0.418 0.0 0.0 0.0
H -5.472 -2.869 0.427 0.0 0.0 0.0
H -0.524 -4.811 1.030 0.0 0.0 0.0
H -2.478 -6.137 0.668 0.0 0.0 0.0
H -2.367 -5.865 -1.092 0.0 0.0 0.0
H 1.127 -6.226 -0.017 0.0 0.0 0.0
H 2.774 -6.476 -1.833 0.0 0.0 0.0
H 2.611 -5.069 -3.858 0.0 0.0 0.0
H 0.771 -3.430 -4.074 0.0 0.0 0.0
H -0.910 -3.219 -2.294 0.0 0.0 0.0
C 0.299 3.606 3.199 0.0 0.1 0.0
C 1.193 2.411 3.490 0.0 0.0 0.0
N 0.496 1.127 3.392 0.0 -0.1 0.1
C 0.093 0.496 4.661 0.1 0.0 -0.1
C -1.231 1.016 5.191 0.0 0.0 0.0
C 0.122 0.592 2.237 0.2 0.0 0.0
S -0.926 -0.783 2.151 0.1 0.0 0.1
N 0.482 0.996 1.000 -0.5 0.3 0.0
C 1.440 0.829 -1.150 -0.1 0.0 -0.1
O 0.768 -0.176 -1.214 -0.1 -0.2 0.0
C 2.271 1.239 -2.316 -0.2 0.0 0.2
C 1.613 1.304 -3.542 0.0 0.0 -0.1
C 2.309 1.672 -4.682 0.0 0.0 0.1
C 3.669 1.942 -4.601 0.0 0.0 0.0
C 4.330 1.844 -3.386 0.0 0.0 0.0
C 3.633 1.504 -2.235 0.0 0.0 -0.1
H 0.891 4.521 3.188 0.0 0.0 0.0
H -0.483 3.715 3.949 0.0 0.0 0.0
H -0.174 3.507 2.221 0.0 0.0 0.0
H 1.594 2.466 4.501 0.0 0.0 0.0
H 2.049 2.405 2.823 0.0 0.0 0.0
H 0.900 0.685 5.370 0.0 0.0 0.0
H 0.050 -0.578 4.496 0.0 0.0 0.0
H -1.185 2.080 5.424 0.0 0.0 0.0
H -1.491 0.486 6.108 0.0 0.0 0.0
H -2.026 0.848 4.465 0.0 0.0 0.0
H 0.559 1.061 -3.597 0.0 0.0 0.0
H 1.795 1.736 -5.631 0.0 0.0 0.0
H 4.217 2.219 -5.491 0.0 0.0 0.0
H 5.394 2.030 -3.330 0.0 0.0 0.0
H 4.159 1.414 -1.297 0.0 0.0 0.0
F 2.389 -2.096 -0.019 -0.2 0.1 0.0
B 1.161 -2.320 0.512 0.2 -0.1 0.1
F 1.261 -3.187 1.549 -0.1 0.0 0.0
```
Positions in Å, forces in eV/Å.

***

Entry 3:
This record from OMol25 describes a structure of composition C35H34BFNO2PTb. The level of theory is the ωB97M-V functional and the def2-TZVPD basis.

- Spin multiplicity: 7
- HOMO energy (spin up / spin down): -10.04 / -10.07 eV
- Net charge: +1
- LUMO (spin up / spin down): -0.1091 / -0.0971 hartree
- Total energy: -77545.639 eV

Geometry as XYZ:
```
76
Properties=species:S:1:pos:R:3:forces:R:3
Tb -0.454 -1.884 -1.205 -0.7 0.4 0.3
N 1.929 -2.857 -0.844 -0.1 -0.2 0.0
C 2.717 -2.589 0.350 0.0 0.1 0.1
C 4.095 -2.483 0.273 0.0 0.0 0.0
C 4.831 -2.230 1.423 0.0 0.0 0.0
C 4.194 -2.101 2.648 0.0 0.0 0.0
C 2.815 -2.212 2.727 0.0 0.0 0.0
C 2.065 -2.449 1.580 0.1 0.0 -0.1
P 0.264 -2.465 1.556 -0.3 0.2 -0.4
C -0.203 -4.186 1.205 0.2 -0.2 0.2
C 0.728 -5.223 1.091 0.0 0.1 0.0
C 0.314 -6.500 0.748 0.0 0.0 0.0
C -1.032 -6.759 0.522 0.0 0.0 0.0
C -1.964 -5.741 0.644 0.0 0.0 0.0
C -1.552 -4.460 0.981 -0.1 0.0 0.0
C -0.360 -2.043 3.186 0.1 -0.1 0.1
C -0.679 -0.710 3.439 0.0 0.0 0.0
C -1.128 -0.334 4.694 0.0 0.0 0.0
C -1.270 -1.286 5.693 0.0 0.0 0.0
C -0.961 -2.616 5.444 0.0 0.0 0.0
C -0.502 -2.998 4.193 0.0 0.0 0.0
H 1.853 -3.867 -0.966 0.1 0.0 0.0
H 2.426 -2.500 -1.657 0.0 0.0 0.0
H 4.594 -2.595 -0.681 0.0 0.0 0.0
H 5.906 -2.137 1.358 0.0 0.0 0.0
H 4.771 -1.907 3.541 0.0 0.0 0.0
H 2.314 -2.097 3.679 0.0 0.0 0.0
H 1.777 -5.036 1.295 0.0 0.0 0.0
H 1.041 -7.297 0.669 0.0 0.0 0.0
H -1.354 -7.757 0.258 0.0 0.0 0.0
H -3.014 -5.939 0.477 0.0 0.0 0.0
H -2.295 -3.676 1.088 0.0 0.0 0.0
H -0.578 0.033 2.655 0.0 0.0 0.0
H -1.373 0.701 4.890 0.0 0.0 0.0
H -1.627 -0.992 6.671 0.0 0.0 0.0
H -1.076 -3.357 6.223 0.0 0.0 0.0
H -0.262 -4.035 3.997 0.0 0.0 0.0
F -2.772 3.172 -1.837 0.0 0.0 0.0
C -2.808 1.831 -1.814 -0.1 0.0 0.0
C -3.090 1.191 -0.620 0.0 0.1 -0.1
C -3.117 -0.194 -0.594 0.1 -0.2 0.0
C -2.900 -0.962 -1.758 0.1 -0.1 0.1
C -2.744 -2.422 -1.699 0.2 -0.2 0.0
C -2.576 -0.256 -2.931 0.0 -0.1 -0.1
C -2.546 1.130 -2.973 0.0 0.1 0.1
H -3.288 1.782 0.263 0.0 0.0 0.0
H -3.354 -0.700 0.337 0.0 0.0 0.0
H -2.934 -2.928 -2.647 -0.1 0.0 0.0
H -3.298 -2.895 -0.888 -0.1 0.0 -0.1
H -2.389 -0.812 -3.843 0.0 0.0 0.0
H -2.315 1.665 -3.884 0.0 0.0 0.0
C -0.740 6.650 -1.948 0.0 0.0 0.0
C 0.620 5.989 -2.210 0.0 0.0 0.0
C 0.997 6.229 -3.672 0.0 0.0 0.0
C 1.688 6.644 -1.324 0.0 0.0 0.1
C 0.525 4.500 -1.875 0.0 0.0 0.0
C 0.180 4.117 -0.573 0.0 0.0 0.0
C 0.051 2.790 -0.185 0.0 0.0 -0.1
C 0.279 1.850 -1.163 0.0 -0.1 -0.1
O 0.194 0.462 -1.104 0.1 -0.1 0.1
B 0.499 -0.032 -2.434 0.3 0.6 -0.3
O 0.798 1.071 -3.221 0.0 -0.3 0.0
C 0.633 2.198 -2.449 0.0 0.1 0.2
C 0.764 3.516 -2.835 0.0 -0.1 0.0
H -0.690 7.711 -2.194 0.0 0.0 0.0
H -1.039 6.565 -0.904 0.0 0.0 0.0
H -1.520 6.193 -2.559 0.0 0.0 0.0
H 1.056 7.301 -3.861 0.0 0.0 0.0
H 0.250 5.817 -4.353 0.0 0.0 0.0
H 1.967 5.799 -3.924 0.0 0.0 0.0
H 1.765 7.708 -1.556 0.0 0.0 0.0
H 2.666 6.189 -1.485 0.0 0.0 0.0
H 1.444 6.554 -0.266 0.0 0.0 0.0
H -0.007 4.885 0.165 0.0 0.0 0.0
H -0.233 2.512 0.821 0.0 0.0 0.0
H 1.033 3.759 -3.851 0.0 0.0 0.0
```
Positions in Å, forces in eV/Å.

***

Entry 4:
This record from OMol25 describes a structure of composition C35H34BrCdN6O3S2. The level of theory is the ωB97M-V functional and the def2-TZVPD basis.

- HOMO energy: -4.69 eV
- Net charge: -1
- LUMO: 0.0910 hartree
- Total energy: -148208.174 eV

Geometry as XYZ:
```
82
Properties=species:S:1:pos:R:3:forces:R:3
Cd 0.391 0.094 0.432 -0.1 -0.1 -0.1
C 1.829 -3.289 0.946 0.0 0.0 0.0
C 0.652 -2.708 1.671 -0.1 0.0 0.0
N -0.439 -2.535 1.018 -0.1 0.0 0.1
N -1.551 -2.208 1.786 0.0 0.0 -0.2
C -2.310 -1.269 1.371 0.1 0.0 0.1
S -2.048 -0.084 0.118 0.0 0.0 -0.1
S -3.907 -1.181 2.192 0.0 0.0 0.0
C -4.693 -2.607 1.369 0.0 0.0 -0.1
C -4.219 -3.960 1.815 0.0 0.0 0.0
C -4.702 -4.528 2.989 0.0 0.0 0.0
C -4.255 -5.769 3.415 0.0 0.0 0.0
C -3.312 -6.461 2.666 0.0 0.0 0.0
C -2.826 -5.903 1.493 0.0 0.0 0.0
C -3.278 -4.662 1.071 0.0 0.0 0.0
C 0.823 -2.344 3.098 0.0 0.1 0.0
C 1.036 -3.337 4.044 0.0 0.0 0.0
C 1.189 -3.043 5.390 0.0 0.0 0.0
C 1.137 -1.708 5.782 0.0 0.0 0.0
C 0.949 -0.703 4.854 0.0 0.0 0.0
C 0.800 -0.973 3.473 -0.1 0.1 0.0
O 0.677 0.012 2.630 0.1 -0.2 0.1
H 1.519 -3.748 0.008 0.0 0.0 0.0
H 2.318 -4.031 1.581 0.0 0.0 0.0
H 2.558 -2.509 0.717 0.0 0.0 0.0
H -4.549 -2.483 0.295 0.0 0.0 0.0
H -5.760 -2.492 1.571 0.0 0.0 0.0
H -5.426 -3.982 3.584 0.0 0.0 0.0
H -4.637 -6.194 4.335 0.0 0.0 0.0
H -2.954 -7.427 3.000 0.0 0.0 0.0
H -2.081 -6.428 0.909 0.0 0.0 0.0
H -2.874 -4.218 0.170 0.0 0.0 0.0
H 1.053 -4.371 3.714 0.0 0.0 0.0
H 1.330 -3.832 6.116 0.0 0.0 0.0
H 1.235 -1.450 6.831 0.0 0.0 0.0
H 0.887 0.334 5.166 0.0 0.0 0.0
O 4.265 -0.849 -1.788 0.0 0.0 0.1
C 3.864 -1.920 -2.496 0.0 0.0 0.0
C 4.819 -2.714 -3.126 0.0 0.0 0.0
C 4.435 -3.834 -3.845 0.0 0.0 0.0
C 3.097 -4.190 -3.938 0.0 0.0 0.0
C 2.148 -3.396 -3.306 0.0 0.0 0.0
C 2.504 -2.258 -2.601 0.0 0.0 0.0
C 1.443 -1.369 -1.976 0.0 0.0 0.0
O 1.911 -0.667 -0.905 0.1 0.0 0.2
N 0.997 -0.435 -3.054 0.1 0.0 0.0
N 0.198 0.562 -2.674 -0.1 0.0 0.0
C -0.565 1.103 -3.545 0.0 0.0 0.1
C -1.385 2.270 -3.238 0.0 -0.1 0.0
Br -1.007 3.152 -1.606 0.0 0.0 0.0
C -2.324 2.782 -4.038 0.0 0.0 0.0
C -2.777 2.162 -5.300 0.0 0.0 0.0
C -2.892 2.932 -6.458 0.0 0.0 0.0
C -3.330 2.368 -7.645 0.0 0.0 0.0
C -3.668 1.023 -7.696 0.0 0.0 0.0
C -3.575 0.250 -6.547 0.0 0.0 0.0
C -3.139 0.816 -5.358 0.0 0.0 0.0
H 3.447 -0.563 -1.272 -0.1 0.1 -0.2
H 5.861 -2.437 -3.032 0.0 0.0 0.0
H 5.192 -4.441 -4.328 0.0 0.0 0.0
H 2.797 -5.073 -4.488 0.0 0.0 0.0
H 1.097 -3.667 -3.354 0.0 0.0 0.0
H 0.580 -2.000 -1.693 0.0 0.0 0.0
H 0.760 -0.888 -3.934 0.0 0.0 0.0
H -0.618 0.726 -4.569 0.0 0.0 0.0
H -2.802 3.710 -3.749 0.0 0.0 0.0
H -2.625 3.981 -6.423 0.0 0.0 0.0
H -3.405 2.979 -8.536 0.0 0.0 0.0
H -4.010 0.580 -8.623 0.0 0.0 0.0
H -3.850 -0.797 -6.571 0.0 0.0 0.0
H -3.087 0.217 -4.457 0.0 0.0 0.0
C 3.692 1.129 3.418 0.0 0.0 0.0
N 3.816 1.890 2.172 -0.1 0.1 0.2
C 5.105 1.861 1.495 0.0 -0.1 0.0
C 2.731 1.945 1.424 0.0 -0.3 -0.2
N 1.782 1.972 0.768 -0.1 0.4 0.0
H 4.298 1.603 4.192 0.0 0.0 0.0
H 4.023 0.097 3.272 0.0 0.0 0.0
H 2.648 1.106 3.715 0.0 0.0 0.0
H 5.852 2.335 2.131 0.0 0.0 0.0
H 5.036 2.408 0.558 0.0 0.0 0.0
H 5.412 0.833 1.281 0.0 0.0 0.0
```
Positions in Å, forces in eV/Å.